Record 1
# C4H8O2

A 2-piece molecular cluster, C4H8O2 overall (ωB97M-V/def2-TZVPD, the OMol25 dataset).

Cartesian coordinates (Å):
C 2.07238 0.44115 0.38044
O -1.27864 0.11995 1.53844
H -0.48738 -0.29926 -2.50175
C -1.49803 -0.81800 0.47570
H -2.38298 -0.62913 -0.13313
C 1.00720 -0.27530 0.71657
O -0.45762 1.27345 -0.35568
C -0.39172 0.14684 0.44005
H -1.32679 -1.86210 0.73832
H -1.33908 1.65329 -0.23936
H 1.10296 -1.22463 1.23953
H 1.96908 1.39085 -0.13532
H -0.02598 -0.32176 -3.08290
H 3.07659 0.10145 0.61709

Its HOMO-LUMO gap is 10.79 eV. The energy relative to the best compared isomer or geometry (same formula, charge and spin) is 77.4 kcal per mole. The lowest unoccupied orbital energy comes out at 1.0 eV. Its spin multiplicity is 1.



Record 2
# C36H39ClIrP2

C36H39ClIrP2 as an isolated structure in a non-equilibrium geometry (ωB97M-V/def2-TZVPD, the OMol25 dataset).

Cartesian coordinates (Å):
H -5.86954 -4.47910 1.32569
H -2.48474 -1.78433 4.66560
C -2.65157 -0.40024 2.99322
H -1.76318 5.85418 -0.08676
C -3.74450 1.16685 -0.93572
C -4.56760 -3.43378 -1.75047
C -1.27632 -3.23956 -4.30774
H -3.11196 2.50344 3.35016
H -5.47026 -5.17359 -1.13063
H -2.67967 4.82480 4.01469
H -2.32366 3.53853 -0.79062
C -2.07161 5.15057 0.67397
H -1.56997 -5.87394 -1.42676
C -6.22315 -1.17358 -0.60963
Cl -1.73453 -4.26822 1.36905
H -1.46995 0.99881 -6.91328
C -2.17941 5.48765 2.02119
C 0.09251 -0.09450 -3.49445
H 0.51478 -0.42295 -2.54183
C -1.76193 -2.86228 -3.05221
H -2.25913 -3.69737 -1.07422
C -5.04669 -1.43554 0.28556
H -1.17933 -0.38045 0.44368
H -0.84042 -2.58097 0.02493
H -7.05026 -1.82326 -0.31509
C -2.82664 3.24138 2.59144
H 0.98775 1.16717 -6.53085
C 0.34599 0.78668 -5.73546
C -2.35761 3.85968 0.25584
H -1.57933 -0.46462 2.78000
C 0.91118 0.41357 -4.50593
H -0.38939 1.23595 0.64450
H -0.81782 -6.61509 -3.72617
C -1.48635 -5.18503 -2.27498
C -4.76802 0.73174 2.77090
H -6.26707 0.22684 4.23711
H -6.73933 -1.76191 -2.62583
C -0.99426 -4.60090 -4.56520
P -2.84461 1.22397 0.66783
H -4.56171 1.91624 -1.00863
H -4.06063 -4.12559 -2.43151
C -5.90851 -1.28300 -2.09363
C -5.26820 0.03126 3.85959
H -1.13473 0.71421 -0.90018
H 1.99218 0.51830 -4.34838
H -4.22516 -4.65828 0.82127
C -4.70919 -2.65359 1.01551
H -4.39162 -2.43488 2.04049
H -6.54983 -3.76906 -0.97515
P -2.35338 -0.94996 -2.40321
C -1.81521 -3.84865 -2.08602
H -6.54241 -0.14935 -0.38627
C -4.47513 -0.92693 4.49824
H -3.93045 0.86037 -3.05070
H -4.88135 -1.52473 5.32593
C -4.67804 -2.11978 -2.28884
H -4.23305 -1.99717 -3.29621
C -2.57567 4.55086 2.97287
C -1.73862 -2.63099 0.65898
C -3.14324 -1.10724 4.09828
H -1.95912 6.50169 2.31680
C -2.71313 2.91765 1.22819
H -0.70401 -4.91089 -5.56862
C -1.07910 -5.57016 -3.55241
H -2.94665 0.16979 -5.06130
C -1.30097 -0.18737 -3.70150
C -5.52932 -4.12877 -0.81281
C -1.03862 0.69715 -5.95059
H -1.11206 -2.49047 -5.08211
H -5.81703 -0.28780 -2.54201
H -4.83563 -0.54218 0.86983
C -5.12043 -4.04401 0.66050
C -1.86478 0.22856 -4.92255
C -3.43044 0.51807 -2.11892
C -3.50511 0.41818 2.22450
H -5.35497 1.51897 2.32576
H -1.66128 -1.95946 1.51439
C -1.23106 0.66198 0.18392
Ir -3.43719 -2.29171 -0.51107

The total charge is +2. Its HOMO-LUMO gap (alpha / beta) is 5.69 / 5.48 eV. The energy relative to the best compared isomer or geometry (same formula, charge and spin) is 24.1 kcal per mole. The lowest unoccupied orbital energy (alpha / beta) comes out at -5.9 / -8.9 eV. Its spin multiplicity is 6.



Record 3
# C27H35ClN4O4P2V

C27H35ClN4O4P2V as an isolated structure in a non-equilibrium geometry (ωB97M-V/def2-TZVPD, the OMol25 dataset).

Cartesian coordinates (Å):
H -4.14908 0.67690 -9.67218
C 4.30728 1.27206 -7.47948
H 4.87460 1.86510 -6.77407
H -2.29460 0.11304 -0.96274
H 2.47425 -1.48081 -11.31679
C -2.23599 3.25740 -8.03635
C 2.72403 -4.49645 -9.92841
C -1.91810 2.96915 -6.67108
C -0.98804 0.62755 -2.66959
O 0.70745 0.86591 1.93604
C 1.57450 -1.47896 0.57491
C 1.40455 0.01241 -1.92886
C 3.22962 0.46019 -7.17962
H 2.58993 -1.33146 0.16158
H 0.86549 -0.46320 -10.76224
N 2.08958 -2.38372 -9.38177
P -1.76980 -0.69474 -8.07319
C -1.07595 -0.56229 -9.78983
C -1.79459 1.59595 -6.55393
H -2.46894 1.84178 -9.76142
H 2.12907 -0.80352 -1.81955
O -1.17542 1.16809 3.43624
C -1.14751 1.80490 -0.35955
H -5.95891 -3.18569 -8.81060
H -0.88076 1.60180 -3.17746
H 0.76391 2.67247 -2.56034
H -2.40573 4.23258 -8.47215
H 1.58059 -1.56932 1.67608
H 5.27079 1.73414 -9.46687
Cl -0.45769 0.20419 2.64335
H -1.53694 0.95982 -5.71985
C -4.37095 -0.31621 -9.31340
C -5.50055 -1.09998 -9.51628
H -1.62502 0.15812 -10.41448
N -2.04215 1.01491 -7.80430
C 2.21406 -3.69675 -8.91290
H 0.02305 -1.30080 -2.84955
C 0.29248 -0.22986 -2.88394
H 1.07938 -2.36125 0.11947
H 2.56821 1.22554 -0.61990
H 0.57156 0.85580 -9.60982
H -1.79923 0.10560 -3.21025
H 3.35046 0.08267 -10.44362
C 0.42780 -0.22226 -9.78156
H -6.37089 -0.82159 -10.09134
V 0.23078 0.01250 -0.06551
C -4.03447 -2.27913 -8.24398
C 3.54302 0.36781 -9.41688
H -1.79521 3.68450 -5.87168
C 4.51273 1.21027 -8.89543
H 0.62866 -0.07235 -3.92278
H 3.29445 -3.95096 -12.04298
C 2.51165 -2.37473 -10.71358
H -1.23850 -1.56299 -10.22238
C -1.46655 0.77676 -1.25503
C 1.66679 1.20050 -1.24916
C -0.17698 2.89971 -0.60165
H 1.79782 3.30508 -1.30504
C -5.28212 -2.34426 -8.83787
N 2.75013 -0.10838 -8.36782
P 1.29762 -1.09163 -8.39333
H -3.47849 -2.99553 -7.65794
N -3.46655 -1.02379 -8.51240
H -0.68728 3.76251 -1.05932
O 0.00592 -0.89929 3.44963
H 1.91092 -3.93332 -7.90548
C -2.29117 2.04775 -8.71237
H -1.85349 2.00600 0.45410
C 1.03879 2.52986 -1.50517
H 2.93457 -5.55363 -9.86716
H 0.19637 3.27434 0.36662
C 2.91576 -3.65906 -11.07566
H 2.72914 0.22856 -6.24996
O -1.35001 -0.32731 1.53940

Its HOMO-LUMO gap (alpha / beta) is 8.15 / 7.65 eV. The lowest unoccupied orbital energy (alpha / beta) comes out at -0.2 / -0.6 eV. Its spin multiplicity is 4.



Record 4
# C39H47N6S2Ta

C39H47N6S2Ta as an isolated structure (ωB97M-V/def2-TZVPD, the OMol25 dataset).

Cartesian coordinates (Å):
H 0.31417 -2.00509 -3.04544
H -3.15447 3.06129 -3.93091
H 4.44340 4.78264 0.44587
H -1.88640 -0.84560 -2.68793
C 5.06352 4.83602 -0.43883
H 0.19776 4.48292 -3.36557
H -1.60217 -6.21048 1.76593
C -1.02730 0.39141 3.51346
H -0.24716 1.14363 3.54125
C -3.57854 -1.15955 -0.80871
S 0.16943 -1.70666 1.26024
C -2.03355 -1.61468 4.31617
C -2.67355 1.59219 -2.34211
C 3.65376 0.30994 0.27490
H -0.73450 3.78483 0.71606
H -3.40720 3.86272 3.31157
C -2.39087 2.81454 1.74832
C -2.87011 -3.85788 -0.30506
H -4.12280 -1.63682 -0.00180
C 5.33451 4.50374 -2.83014
H -3.90023 4.14458 0.99951
C 1.90594 -0.55368 -1.13966
H 4.83618 -2.10173 -1.77871
H 0.70041 -1.50259 5.30736
C -1.05204 -0.62630 4.44568
H -4.28756 2.44230 0.75759
H -1.95672 -2.59780 -2.51358
C -3.01276 2.86125 3.14282
H -1.06214 5.41087 -2.51918
H 1.04195 1.40377 -2.54347
C -0.04493 -1.74995 -2.04573
C 6.63317 4.97393 -2.73950
H 1.29321 -0.03053 -3.54527
H 6.76878 5.61881 0.58728
C -3.47841 3.17465 0.73638
H -3.99002 -1.50730 -1.75717
C 0.62062 0.44248 -2.82864
H -0.35615 0.57400 -3.28798
S 1.16385 1.33724 0.72590
C -0.02260 -0.71649 5.53406
N -1.63782 1.56026 -1.42088
H -3.63152 -3.63722 3.37441
H -2.28420 2.65531 3.92525
H -1.60372 4.81545 1.85200
H 4.92414 4.19234 -3.78095
H -2.03930 -2.43478 5.02720
C -3.01295 -1.58150 3.33268
N -2.12681 -1.51614 -0.69764
C -4.07074 -2.64578 3.26289
N 0.52147 -0.43588 -1.61903
C -1.96587 0.42377 2.47454
Ta -0.84567 0.25780 0.27295
H -3.71600 -0.08554 -0.72253
H 8.15922 5.74028 -1.44745
H 0.52240 0.21919 5.64467
H 3.96844 0.97582 1.06807
H -4.60937 -2.61664 2.31575
N -1.86548 1.42892 1.44627
H -4.80178 -2.51647 4.06252
C -2.73090 -5.07826 0.33146
H -1.35909 4.81376 -4.16402
C -0.98133 -2.99041 0.91309
C 2.32642 0.30593 -0.13003
H 2.50263 -2.08272 -2.52802
H -3.83887 2.15600 3.24041
H -3.09606 3.24214 -0.27854
C -2.98417 -0.52849 2.42259
C 3.20887 3.95058 -1.76001
C -2.00192 -2.81355 -0.00229
C -2.54753 2.69502 -3.12144
C -1.23038 3.80433 1.68617
H -3.75854 -0.41757 1.67556
C -0.87267 4.59901 -3.21760
H -3.41101 -5.88516 0.09667
C 4.13532 -1.41995 -1.31699
C -0.84462 -4.22523 1.55029
H 5.59042 -0.55862 0.00159
H -0.04697 -4.35929 2.26950
N 2.13148 3.54980 -1.82286
H 0.01736 2.92570 -1.20662
H -3.44788 0.85335 -2.39862
H 0.29534 -2.51977 -1.35536
H -3.66058 -3.73324 -1.03468
C 2.81110 -1.41286 -1.73624
H -0.48710 3.59084 2.45582
C -1.55110 -1.68233 -2.07699
H 7.24661 5.03204 -3.62785
C 4.55555 4.43746 -1.67521
N -1.42246 3.34852 -2.68855
C -0.90657 2.64615 -1.68288
C 4.55839 -0.55488 -0.32072
C -1.71596 -5.25866 1.26492
H -0.48384 -0.96129 6.49033
C 7.14420 5.37182 -1.51128
C 6.36381 5.30384 -0.36446

The total charge is +2. Its HOMO-LUMO gap is 6.86 eV. The energy relative to the best compared isomer or geometry (same formula, charge and spin) is 0.0 kcal per mole. The lowest unoccupied orbital energy comes out at -6.1 eV. Its spin multiplicity is 1.



Record 5
# C31H54N3OP2Re

C31H54N3OP2Re as an isolated structure in a non-equilibrium geometry (ωB97M-V/def2-TZVPD, the OMol25 dataset).

Cartesian coordinates (Å):
C 1.57610 -4.55440 1.69190
C 1.41000 3.44080 -0.70790
H -2.09070 -2.66320 0.04490
N 1.37220 -0.21450 -1.69390
H -1.24350 -3.97230 1.89820
H -0.78770 5.26480 -0.43960
H -2.16190 -1.74220 -3.85540
H -0.99420 -2.40990 2.73770
H 2.39490 4.58280 -2.31350
H 2.89030 -1.78200 0.24560
H -2.31480 1.30800 -5.97840
H 2.99950 2.47740 -1.90510
C -0.07790 -5.04890 -0.84790
C 1.20520 0.63320 -2.75520
H 2.75190 -3.15490 -0.89150
C -2.20110 3.64020 -2.25020
H 1.05860 -3.48920 -2.71190
C -3.54100 0.56720 -3.64790
C 0.00000 0.00000 3.26100
H -2.80170 2.82540 -2.68030
H -2.42290 -4.21640 -0.76840
C 0.03160 1.55950 -2.65560
H -4.02770 -0.41940 -3.71640
H -0.56080 0.88350 5.14950
H -2.84680 4.53700 -2.19930
H 0.05540 2.31500 -3.45340
H -1.25340 4.35470 1.03580
C -2.04440 0.43070 -4.00550
C 1.42530 4.54210 -1.78640
N -1.39830 -0.16650 -1.67340
H 2.62970 1.63050 -0.37210
C -0.37280 -3.55010 -1.03280
C 0.83490 -3.20710 1.82070
H -3.68260 0.95220 -2.62380
H 2.60550 -1.94280 2.21850
H 1.04470 0.04580 5.15170
C 2.29480 -2.19680 -0.59030
H -1.80480 2.49730 -4.75730
C 1.42260 4.06020 0.70900
C -1.88050 -3.25570 -0.85970
N 0.00000 0.00000 2.00000
H 1.06910 5.09940 0.72750
H -2.26090 -2.71560 -1.74480
H 2.46470 4.05470 1.08000
H -0.62320 1.33120 -5.42540
C -1.66950 1.45490 -5.09390
C -1.20570 0.56330 -2.69690
H -0.65350 -3.66080 -3.17700
H 1.98380 -2.86040 3.61470
C -1.71900 3.28630 -0.83110
P 0.55440 -2.34730 0.13300
H 3.87240 -2.16600 -2.87240
H -2.68930 2.54660 0.99070
H 2.30420 -4.53430 0.86280
C 2.71000 2.61680 -0.85250
H -4.03930 1.26400 -4.34660
C -0.53630 -3.38670 2.50630
C 3.00190 -0.47370 -3.93530
C 1.40200 0.41830 1.24940
H -0.74010 -1.16520 -4.77420
H -2.77670 1.39490 -0.35720
H 0.90310 -5.40960 1.54340
H -0.50820 -5.46140 0.07820
H 1.00530 -5.26280 -0.86090
C -1.53170 4.57750 -0.00780
C -1.81160 -0.98680 -4.57530
C 2.01900 0.51630 -3.89630
H 1.27080 5.52300 -1.29870
H 3.52370 3.17340 -0.35180
H -2.50100 5.10910 0.01300
H -0.38900 -3.92610 3.46040
C 0.03350 -3.16300 -2.46810
O 2.18330 0.78110 2.05990
H -0.53200 -5.59840 -1.69420
H -0.05060 -2.07790 -2.62250
C 1.68530 -2.28690 2.71710
P -0.08880 2.25620 -0.88090
H 3.65480 -0.57050 -4.80860
C -2.80270 2.46180 -0.10050
H 1.87480 1.20600 -4.73280
Re 0.00000 0.00000 0.00000
H -2.36550 -1.11280 -5.52390
H 1.11790 -1.40180 3.04080
H 0.81580 3.46550 1.40840
H -0.48450 -0.92740 5.15020
C 2.29030 -1.22370 -1.74490
H -1.37120 3.86170 -2.93990
H 2.14680 -4.73430 2.62230
H -3.79160 2.87450 -0.37660
H 0.62690 4.41710 -2.53470
C 0.00000 0.00000 4.78090
C 3.13330 -1.36050 -2.85270

The total charge is +3. Its HOMO-LUMO gap (alpha / beta) is 7.50 / 6.15 eV. The energy relative to the best compared isomer or geometry (same formula, charge and spin) is 34.8 kcal per mole. The lowest unoccupied orbital energy (alpha / beta) comes out at -10.1 / -11.9 eV. Its spin multiplicity is 4.



Record 6
# C6H13NO

A 3-piece molecular cluster, C6H13NO overall in a non-equilibrium geometry (ωB97M-V/def2-TZVPD, the OMol25 dataset).

Cartesian coordinates (Å):
H -0.00405 1.23600 1.67015
H 4.10841 1.36022 -1.02712
C -2.09208 0.55593 -0.27678
H 1.05087 0.04662 1.54198
C 3.16381 -0.24675 0.16376
C -3.41110 0.35029 -1.06444
C -2.48323 -0.86852 -0.64027
H -1.41176 1.00837 -0.94721
H 2.10781 -1.75780 1.32011
H -1.64704 -1.24582 -1.23110
C 3.49545 0.46983 -1.00014
C 2.20182 -1.30762 0.34272
O 0.87728 0.97211 1.99757
H 3.19495 0.05279 -1.91312
H -4.25342 0.69548 -0.39415
H -3.46459 0.68275 -2.09601
N -2.05380 1.01494 1.01059
H 1.86894 -1.93798 -0.54055
H 3.41436 0.26046 1.10772
H -1.92474 0.18059 1.62474
H -2.73789 -1.52191 0.35155

Its HOMO-LUMO gap is 2.88 eV. The energy relative to the best compared isomer or geometry (same formula, charge and spin) is 221.4 kcal per mole. The lowest unoccupied orbital energy comes out at -3.5 eV. Its spin multiplicity is 1.



- Which value of spin multiplicity does entry 5 give?
  4



- The highest spin multiplicity belongs to which entry?
  C36H39ClIrP2



- spin multiplicity of number 2 (C36H39ClIrP2)?
  6



Please write out number 6 again, unchanged.
# C6H13NO

A 3-piece molecular cluster, C6H13NO overall in a non-equilibrium geometry (ωB97M-V/def2-TZVPD, the OMol25 dataset).

Cartesian coordinates (Å):
H -0.00405 1.23600 1.67015
H 4.10841 1.36022 -1.02712
C -2.09208 0.55593 -0.27678
H 1.05087 0.04662 1.54198
C 3.16381 -0.24675 0.16376
C -3.41110 0.35029 -1.06444
C -2.48323 -0.86852 -0.64027
H -1.41176 1.00837 -0.94721
H 2.10781 -1.75780 1.32011
H -1.64704 -1.24582 -1.23110
C 3.49545 0.46983 -1.00014
C 2.20182 -1.30762 0.34272
O 0.87728 0.97211 1.99757
H 3.19495 0.05279 -1.91312
H -4.25342 0.69548 -0.39415
H -3.46459 0.68275 -2.09601
N -2.05380 1.01494 1.01059
H 1.86894 -1.93798 -0.54055
H 3.41436 0.26046 1.10772
H -1.92474 0.18059 1.62474
H -2.73789 -1.52191 0.35155

Its HOMO-LUMO gap is 2.88 eV. The energy relative to the best compared isomer or geometry (same formula, charge and spin) is 221.4 kcal per mole. The lowest unoccupied orbital energy comes out at -3.5 eV. Its spin multiplicity is 1.